This record from the OMol25 dataset describes a 2-piece molecular cluster, C4H8Cl2N overall in a non-equilibrium geometry. The level of theory is ωB97M-V/def2-TZVPD.

Each line ends with the Löwdin charge.
Cartesian coordinates (Å):
C  -0.190  -0.918  -2.054  -0.15
C  0.598  0.368  -1.811  -0.64
C  -0.844  0.288  -1.608  -0.80
C  -0.671  -0.145  1.738  0.10
N  0.652  0.310  2.323  0.12
Cl  1.894  0.454  -0.570  0.62
Cl  -2.230  1.118  -1.633  0.80
H  -0.345  -1.160  -3.141  0.13
H  0.021  -1.830  -1.587  0.09
H  0.828  0.966  -2.805  0.16
H  -0.982  -1.060  2.258  0.09
H  -1.434  0.639  1.547  0.09
H  0.299  0.619  3.223  0.16
H  1.268  0.947  1.827  0.09
H  1.136  -0.596  2.293  0.16

Summary:
E_LUMO (alpha / beta) in eV: -5.501 / -3.984
Kohn-Sham gap (alpha / beta) in eV: 5.97 / 9.83
Energy relative to the best compared isomer or geometry (same formula, charge and spin) in kcal per mole: 104.7
Electronic energy in eV: -30800.050
Total charge: +1
M in g mol⁻¹: 141.021